The following is a DFT calculation (the ωB97M-V functional and the def2-TZVPD basis) of a 2-piece molecular cluster, C3H3NO2 overall in a non-equilibrium geometry.

```
! wB97M-V def2-TZVPD RIJCOSX def2/J DEFGRID3
* xyz 0 1
O 1.5090 -0.1597 0.4013
C 0.9525 0.4215 -0.6119
C 0.2630 1.6726 -0.3394
O -0.7880 1.4980 0.2675
C -1.3576 -1.6333 0.3256
N -0.3759 -2.2258 0.2038
H 1.5588 -1.1120 0.1859
H 0.5039 2.6143 -0.8722
H -2.2657 -1.0755 0.4395
*
```

Summary:
Orbital gap   8.99 eV
HOMO level   -0.328 Eh

Atomic partial charges in e from the natural (NBO) method, atoms 1 to 2: O -0.603; C 0.244